144
Properties=species:S:1:pos:R:3 method="wB97M-V/def2-TZVPD" e_lumo_ev=0.17 de_lowest_kcal_mol=0.0 orbital_gap_ha=0.33035 total_energy_ev=-87174.79499
C 0.90215 2.45287 -2.06051
C -0.03185 3.64726 -2.29657
C -1.48509 3.24748 -2.46249
I -2.11854 2.51460 -0.52621
C -2.35991 4.31384 -3.12644
C -1.97058 4.18477 -4.63655
C -2.65527 3.07066 -5.40221
N -3.71416 3.22757 -6.06641
C -2.17281 5.80878 -2.80316
P -0.87804 6.95228 -3.61271
C -0.21142 7.79218 -2.12717
O 0.46617 6.10814 -4.07715
C -3.49598 6.40257 -3.37873
O -3.85142 7.55974 -3.41650
O -4.21763 5.33831 -3.92149
C -3.89965 4.27377 -2.95696
B -4.68393 4.90767 -1.64937
C -4.20970 5.29968 -0.20982
O -5.96767 5.23534 -1.89456
P -4.73034 2.65888 -3.19881
O -3.86864 1.53193 -3.53835
O -5.94202 2.90688 -4.17722
O -5.43514 2.37277 -1.79888
H 1.19160 2.07683 -3.03131
H 0.44874 1.66776 -1.47847
H 1.80944 2.82407 -1.60901
H 0.08040 4.34417 -1.47621
H 0.35977 4.14886 -3.16995
H -1.51360 2.36890 -3.08182
H -0.90936 4.01339 -4.70967
H -2.17670 5.08536 -5.20077
H -2.24542 2.07021 -5.39636
H -4.03848 4.19253 -6.01206
H -2.02891 5.95944 -1.74448
H -0.66639 7.42957 -1.21786
H -0.37911 8.84737 -2.22979
H 0.85768 7.62805 -2.05886
H 0.34383 5.73167 -4.94817
H -3.60962 4.57641 0.31987
H -3.64404 6.22485 -0.25449
H -5.05663 5.53092 0.41781
H -6.28252 4.94484 -2.75908
H -6.50297 2.12573 -4.08624
H -4.96758 1.62685 -1.40767
C -1.60373 -1.51895 4.60351
C -0.31887 -0.73172 4.83705
C -0.32799 0.65463 4.19686
C -0.46486 0.64892 2.67397
C 0.60326 -0.14745 1.92994
C 2.01845 0.38473 2.12862
H -1.76951 -1.70677 3.54128
H -1.55065 -2.48590 5.10479
H -2.47021 -0.98260 4.99597
H 0.53304 -1.31139 4.46992
H -0.16633 -0.61526 5.91315
H 0.58675 1.18137 4.48298
H -1.15304 1.23903 4.61612
H -0.44702 1.68486 2.31929
H -1.44836 0.25550 2.39831
H 0.36725 -0.12296 0.86204
H 0.56468 -1.19947 2.22736
H 2.09821 1.42276 1.79836
H 2.72751 -0.20704 1.54728
H 2.32672 0.33498 3.17397
C -0.00194 -4.56174 3.29225
C -0.14005 -5.51815 2.11197
C -1.40439 -5.28044 1.28854
C -2.71581 -5.48307 2.04872
C -2.89344 -6.86704 2.67069
C -2.91917 -7.99574 1.64364
H -0.81893 -4.68025 4.00517
H 0.93110 -4.74458 3.82791
H 0.00386 -3.52422 2.95031
H -0.10644 -6.55066 2.47016
H 0.72641 -5.39543 1.45666
H -1.38417 -5.93482 0.41261
H -1.38580 -4.25750 0.89852
H -3.54620 -5.29420 1.36118
H -2.80239 -4.72818 2.83581
H -3.83486 -6.87633 3.22585
H -2.10507 -7.05670 3.40407
H -3.72622 -7.84712 0.92358
H -3.08019 -8.95692 2.13349
H -1.97980 -8.06228 1.09310
C 3.16210 -3.56749 0.76178
C 4.22507 -4.11093 -0.18787
C 5.65012 -3.77514 0.24652
C 5.97446 -2.28156 0.30153
C 5.76833 -1.52308 -1.00862
C 6.66047 -2.01698 -2.14382
H 3.18528 -2.47771 0.80934
H 2.16478 -3.85912 0.42809
H 3.30579 -3.95597 1.77241
H 4.03810 -3.73903 -1.19895
H 4.12683 -5.19831 -0.24063
H 6.35202 -4.27691 -0.42607
H 5.82793 -4.20350 1.23810
H 7.01688 -2.16887 0.61720
H 5.37309 -1.80461 1.08110
H 5.98251 -0.46594 -0.83044
H 4.72017 -1.57500 -1.31624
H 7.71395 -1.93288 -1.87183
H 6.49839 -1.42142 -3.04326
H 6.45414 -3.05796 -2.39721
C -10.85566 0.29553 2.23247
C -10.95153 1.54583 1.36233
C -10.49768 1.32047 -0.07863
C -9.03257 0.91198 -0.23585
C -8.02246 1.89308 0.35660
C -8.05982 3.27218 -0.29388
H -9.82667 -0.05524 2.32314
H -11.22195 0.49910 3.23951
H -11.45563 -0.51542 1.81486
H -10.37543 2.35503 1.81884
H -11.99097 1.88340 1.34712
H -10.68682 2.23027 -0.65492
H -11.12369 0.54428 -0.53003
H -8.82129 0.78799 -1.30339
H -8.87722 -0.07233 0.21524
H -7.02135 1.47303 0.22934
H -8.17687 1.99117 1.43471
H -7.86758 3.20116 -1.36341
H -7.29892 3.92124 0.13782
H -9.02691 3.75767 -0.15010
C 12.99046 -0.91471 1.44943
C 12.81151 -1.89608 0.29428
C 11.55002 -1.64286 -0.52909
C 10.23765 -1.78720 0.24212
C 10.01556 -3.14629 0.90291
C 9.94271 -4.29912 -0.09441
H 12.17549 -0.98747 2.17091
H 13.91972 -1.11565 1.98401
H 13.02955 0.11311 1.08336
H 12.81382 -2.91938 0.67926
H 13.67695 -1.81856 -0.36878
H 11.54592 -2.32122 -1.38691
H 11.59602 -0.63237 -0.94699
H 9.41061 -1.59060 -0.44653
H 10.17835 -1.00955 1.00901
H 9.07591 -3.10917 1.46088
H 10.79946 -3.34549 1.63845
H 9.13573 -4.13834 -0.81324
H 9.74915 -5.23913 0.42412
H 10.87549 -4.41549 -0.64789